Entry from OMol25: a molecular structure, C25H69N6O8V in a non-equilibrium geometry (the ωB97M-V functional and the def2-TZVPD basis).

Last column: Mulliken charge in e.
Atoms and positions in Å:
1 O -4.525 3.571 1.200  -0.407
2 V -4.793 2.017 1.168  1.578
3 C -1.570 0.915 0.810  0.413
4 O -2.862 1.378 0.697  -0.400
5 H -1.338 0.846 1.882  0.387
6 H -1.590 -0.117 0.413  -0.292
7 H -0.877 1.528 0.242  -0.303
8 C 2.079 5.783 -0.259  -1.574
9 C 0.980 4.812 -0.655  0.270
10 C 1.474 3.620 -1.458  1.171
11 O 2.101 4.092 -2.620  -0.430
12 C 2.666 3.099 -3.446  -0.578
13 N 0.245 4.383 0.545  -0.687
14 H 2.398 6.331 -1.145  0.392
15 H 2.921 5.242 0.173  0.316
16 H 1.680 6.524 0.433  0.432
17 H 0.279 5.333 -1.317  0.337
18 H 0.586 3.003 -1.694  -0.502
19 H 2.202 3.046 -0.868  -0.307
20 H 2.186 2.125 -3.310  0.064
21 H 3.738 2.975 -3.265  0.308
22 H 2.524 3.428 -4.475  0.311
23 H -0.181 3.479 0.355  0.139
24 H 0.889 4.175 1.303  0.236
25 C -4.322 0.607 -4.651  -1.443
26 C -3.238 0.656 -3.592  0.325
27 C -2.475 1.962 -3.540  0.021
28 O -1.846 2.211 -4.762  -0.365
29 C -1.062 3.393 -4.749  -0.272
30 N -3.816 0.321 -2.271  0.000
31 H -3.955 1.046 -5.582  0.387
32 H -5.216 1.162 -4.351  0.339
33 H -4.594 -0.408 -4.938  0.383
34 H -2.537 -0.143 -3.864  0.118
35 H -1.777 2.010 -2.686  -0.152
36 H -3.218 2.771 -3.368  0.251
37 H -0.468 3.383 -5.658  0.277
38 H -0.387 3.434 -3.887  -0.128
39 H -1.717 4.271 -4.737  0.330
40 H -3.234 0.732 -1.545  -0.314
41 H -4.662 0.888 -2.178  0.277
42 C 1.801 1.222 5.499  -1.721
43 C 2.590 1.632 4.274  1.268
44 C 1.751 2.176 3.131  -0.274
45 O 2.477 2.502 1.989  -0.320
46 C 3.047 1.394 1.310  -0.600
47 N 3.614 2.623 4.624  -0.765
48 H 2.423 0.644 6.176  0.406
49 H 0.920 0.633 5.218  0.294
50 H 1.394 2.111 5.985  0.460
51 H 3.051 0.733 3.826  -0.228
52 H 1.207 3.067 3.466  0.475
53 H 0.959 1.430 2.915  -0.250
54 H 2.242 0.684 1.087  0.029
55 H 3.829 0.908 1.901  0.319
56 H 3.552 1.765 0.422  0.356
57 H 4.065 2.943 3.770  0.294
58 H 4.367 2.175 5.138  0.280
59 C 2.868 -4.729 -2.602  -1.679
60 C 3.067 -3.378 -1.951  0.573
61 C 2.052 -2.363 -2.449  -0.891
62 O 2.230 -1.195 -1.665  -0.378
63 C 1.220 -0.233 -1.748  -0.257
64 N 3.113 -3.467 -0.467  -0.518
65 H 1.824 -5.056 -2.532  0.404
66 H 3.512 -5.485 -2.155  0.409
67 H 3.097 -4.721 -3.670  0.436
68 H 4.039 -3.037 -2.324  0.155
69 H 1.009 -2.709 -2.400  0.278
70 H 2.273 -2.141 -3.503  0.465
71 H 1.524 0.671 -1.226  -0.244
72 H 0.254 -0.586 -1.350  0.234
73 H 1.076 0.011 -2.810  0.438
74 H 2.561 -4.280 -0.205  0.233
75 H 2.564 -2.647 -0.215  0.217
76 C -6.322 -3.773 -0.488  -1.510
77 C -5.395 -2.617 -0.787  0.563
78 C -4.185 -2.654 0.141  -0.422
79 O -4.587 -2.596 1.496  -0.354
80 C -3.503 -2.591 2.397  -0.401
81 N -4.945 -2.587 -2.182  -0.675
82 H -6.821 -3.600 0.467  0.318
83 H -5.811 -4.733 -0.363  0.306
84 H -7.053 -3.916 -1.281  0.419
85 H -5.921 -1.667 -0.619  0.184
86 H -3.386 -1.910 -0.027  0.152
87 H -3.689 -3.619 -0.075  0.295
88 H -3.007 -3.565 2.420  0.317
89 H -3.887 -2.419 3.402  0.361
90 H -2.818 -1.775 2.130  -0.055
91 H -4.169 -3.228 -2.302  0.268
92 H -4.665 -1.639 -2.405  0.315
93 C 3.443 -2.432 4.801  -1.297
94 C 3.038 -3.031 3.452  0.312
95 C 1.709 -2.414 3.052  -0.333
96 O 1.150 -3.143 1.992  -0.374
97 C -0.187 -2.821 1.735  -0.656
98 N 4.146 -2.772 2.518  -0.690
99 H 3.444 -1.338 4.778  0.011
100 H 4.417 -2.787 5.125  0.423
101 H 2.726 -2.695 5.589  0.430
102 H 2.857 -4.098 3.585  0.337
103 H 1.833 -1.343 2.812  -0.033
104 H 1.054 -2.451 3.938  0.490
105 H -0.229 -1.822 1.258  0.119
106 H -0.785 -2.712 2.647  0.390
107 H -0.640 -3.575 1.097  0.358
108 H 4.111 -1.771 2.293  0.319
109 H 3.820 -3.088 1.591  0.305

Atoms 1-6, force components in eV/Å:
O -1.423 -3.522 0.077
V 6.363 2.349 -1.202
C -0.043 -1.405 0.188
O -5.893 1.771 0.888
H 0.402 0.153 -0.221
H 0.434 0.259 0.128

Results
charge: +1
LUMO energy (alpha / beta): -7.5 / -7.5 eV
energy relative to the best compared isomer or geometry (same formula, charge and spin): 157.6 kcal/mol
2S+1: 2
gap between HOMO and LUMO (alpha / beta): 3.517 / 3.498 eV
E_tot: -2867.8462 a.u.
⟨S²⟩: 0.816
highest occupied orbital energy (alpha / beta): -11.03 / -11.03 eV

Entry from OMol25: 6 unconnected molecules or ions with the total composition C25H70BF4N5O5 in a non-equilibrium geometry (the ωB97M-V functional and the def2-TZVPD basis).

Last column: Mulliken charge in e.
Atoms and positions in Å:
1 C 2.663 -2.761 -4.280  -0.862
2 N 1.985 -1.976 -3.122  0.063
3 C 1.157 -0.731 -3.519  -0.943
4 C 1.072 -2.985 -2.386  -0.968
5 C 3.063 -1.505 -2.077  -0.022
6 C 4.401 -1.004 -2.722  -0.808
7 O 4.253 0.235 -3.271  -0.455
8 H 3.207 -2.061 -4.915  0.360
9 H 1.842 -3.286 -4.768  0.365
10 H 3.370 -3.359 -3.705  0.425
11 H 1.749 -0.051 -4.132  0.318
12 H 0.730 -0.218 -2.657  0.315
13 H 0.401 -1.154 -4.181  0.450
14 H 0.766 -2.338 -1.563  0.371
15 H 1.726 -3.793 -2.056  0.433
16 H 0.212 -3.298 -2.977  0.350
17 H 3.307 -2.449 -1.590  0.371
18 H 2.648 -0.919 -1.257  0.029
19 H 4.854 -1.642 -3.481  0.353
20 H 5.151 -1.085 -1.934  0.452
21 H 4.778 0.867 -2.774  0.317
22 C 2.895 -5.868 2.995  -0.871
23 N 1.507 -5.231 2.855  0.004
24 C 1.403 -4.639 1.423  -0.777
25 C 0.450 -6.420 2.890  -0.790
26 C 1.381 -4.247 4.098  -0.571
27 C 0.389 -3.065 3.854  -0.673
28 O -0.960 -3.469 3.682  -0.368
29 H 3.627 -5.163 2.603  0.413
30 H 2.952 -6.792 2.419  0.360
31 H 3.085 -6.105 4.042  0.389
32 H 1.411 -5.465 0.713  0.418
33 H 2.210 -3.916 1.308  0.499
34 H 0.418 -4.171 1.409  -0.012
35 H 0.700 -6.708 3.911  0.431
36 H 0.740 -7.133 2.118  0.395
37 H -0.498 -5.892 2.783  0.256
38 H 2.396 -3.854 4.163  0.485
39 H 1.270 -4.732 5.068  0.416
40 H 0.731 -2.370 3.087  0.167
41 H 0.374 -2.516 4.795  0.505
42 H -1.298 -3.916 4.462  0.325
43 C -3.020 -2.773 -0.066  -0.723
44 N -3.981 -2.074 1.002  0.036
45 C -5.158 -1.598 0.191  -0.915
46 C -4.498 -3.146 2.026  -0.723
47 C -3.188 -0.881 1.693  0.772
48 C -4.009 0.106 2.562  -0.969
49 O -4.630 -0.532 3.540  -0.475
50 H -2.186 -3.128 0.538  0.174
51 H -2.682 -2.054 -0.811  0.296
52 H -3.530 -3.555 -0.630  0.497
53 H -5.643 -2.437 -0.309  0.409
54 H -4.779 -0.834 -0.488  0.314
55 H -5.837 -1.057 0.850  0.402
56 H -4.668 -4.040 1.425  0.415
57 H -5.472 -2.860 2.422  0.352
58 H -3.707 -3.210 2.774  0.208
59 H -2.800 -0.333 0.835  -0.171
60 H -2.319 -1.267 2.226  -0.114
61 H -4.700 0.683 1.948  0.278
62 H -3.407 0.851 3.082  0.521
63 H -4.415 -0.008 4.315  0.388
64 C 3.725 3.205 -0.120  -1.059
65 N 2.882 4.274 0.614  0.227
66 C 1.495 3.711 0.895  -1.112
67 C 3.607 4.313 2.023  -0.883
68 C 2.933 5.678 -0.049  -0.704
69 C 2.077 5.907 -1.279  -0.426
70 O 2.354 5.022 -2.294  -0.477
71 H 3.733 2.287 0.469  0.486
72 H 4.713 3.639 -0.270  0.374
73 H 3.102 2.984 -0.986  0.449
74 H 0.810 4.465 1.283  0.385
75 H 1.450 2.843 1.553  0.307
76 H 1.193 3.320 -0.076  0.431
77 H 3.086 5.092 2.580  0.430
78 H 4.692 4.411 2.026  0.386
79 H 3.394 3.385 2.555  0.372
80 H 3.978 5.939 -0.216  0.481
81 H 2.565 6.428 0.651  0.354
82 H 2.108 6.914 -1.694  0.618
83 H 1.018 5.768 -1.059  0.027
84 H 2.198 5.492 -3.117  0.340
85 C -1.685 4.666 -2.952  -0.785
86 N -2.882 4.166 -2.052  0.198
87 C -2.766 4.840 -0.687  -0.653
88 C -4.263 4.402 -2.642  -0.828
89 C -2.817 2.600 -1.968  -1.257
90 C -1.520 1.957 -1.568  0.055
91 O -1.275 2.242 -0.201  -0.493
92 H -0.820 4.645 -2.289  0.240
93 H -1.873 5.728 -3.110  0.381
94 H -1.569 4.110 -3.883  0.325
95 H -3.376 4.194 -0.056  0.383
96 H -3.206 5.835 -0.620  0.393
97 H -1.763 4.734 -0.274  0.101
98 H -4.442 5.469 -2.780  0.373
99 H -4.955 4.066 -1.870  0.419
100 H -4.452 3.825 -3.547  0.358
101 H -2.917 2.210 -2.981  0.411
102 H -3.596 2.238 -1.297  0.529
103 H -0.694 2.432 -2.097  0.407
104 H -1.435 0.890 -1.775  0.189
105 H -0.564 1.665 0.088  0.194
106 B 0.379 -0.152 0.928  0.096
107 F 0.663 0.517 -0.159  -0.132
108 F -0.366 -1.235 0.614  -0.083
109 F 1.500 -0.514 1.559  -0.405
110 F -0.306 0.721 1.694  -0.304

Atoms 1-6, force components in eV/Å:
C -0.610 1.459 1.483
N 0.053 0.935 0.736
C 0.333 -1.541 -1.159
C 0.946 2.006 0.079
C 0.986 -2.122 -1.236
C -0.594 -1.298 1.060

Results
charge: +4
LUMO energy: -8.0 eV
energy relative to the best compared isomer or geometry (same formula, charge and spin): 112.1 kcal/mol
2S+1: 1
gap between HOMO and LUMO: 10.704 eV
E_tot: -2067.5438 a.u.
highest occupied orbital energy: -18.71 eV

- Which value of 2S+1 does entry 2 give?
  1